DFT (wB97M-V/def2-TZVPD) results for a cluster of 3 separate species, C20H27O11S2 in total.

Results
multiplicity = 1
charge = +1
highest occupied orbital energy = -11.84 eV
orbital gap = 7.713 eV

```
60
Properties=species:S:1:pos:R:3:forces:R:3:lowdin_charge:R:1
C 3.48819 2.53633 3.02192 -0.110 0.058 0.077 -0.1130
O 4.47619 2.64193 2.03612 0.116 -0.036 -0.232 -0.1780
C 4.02762 3.11212 0.78239 -0.102 0.095 -0.070 -0.2126
C 3.54855 1.99466 -0.18003 0.098 0.003 -0.060 -0.1424
C 2.29339 2.29900 -1.03265 -0.018 0.053 0.000 -0.1899
C 1.12548 1.28420 -0.99036 -0.023 0.129 0.007 -0.1861
C 0.59439 0.78860 0.36734 -0.099 0.064 -0.014 -0.2154
C -0.66049 1.51847 0.86954 0.097 -0.457 -0.027 -0.3664
S -0.28440 3.19449 1.42278 0.062 0.161 0.026 1.1555
C -1.78790 4.12254 1.03091 -0.120 0.230 0.313 -0.4309
S -1.52032 5.37539 -0.24336 0.106 0.014 -0.154 0.6667
O -2.64222 6.25912 -0.20522 0.544 -0.267 0.106 -0.2836
O -0.14018 5.77455 -0.12896 -0.579 -0.001 -0.012 -0.3457
H 2.72928 1.77852 2.78116 -0.025 -0.021 -0.051 0.0691
H 3.98084 2.23554 3.94524 -0.044 0.011 -0.037 0.0976
H 2.99188 3.50403 3.18551 -0.007 -0.067 0.003 0.0885
H 3.25004 3.88444 0.91994 -0.010 -0.148 0.048 0.1114
H 4.88929 3.62245 0.35000 -0.082 0.001 -0.043 0.1282
H 4.36857 1.80697 -0.87615 -0.026 -0.136 0.125 0.1134
H 3.44523 1.06826 0.39090 -0.133 0.060 0.061 0.1113
H 1.94390 3.32560 -0.84126 0.022 -0.089 0.141 0.0836
H 2.60051 2.33326 -2.08070 -0.088 0.091 0.041 0.1150
H 1.42676 0.41007 -1.57248 0.030 0.009 0.121 0.1225
H 0.27288 1.70814 -1.53798 0.116 -0.058 -0.087 0.1049
H 1.36931 0.77708 1.13476 0.055 0.031 0.045 0.0973
H 0.26734 -0.24954 0.26055 0.038 0.060 0.008 0.1013
H -1.07548 1.04626 1.76480 0.037 -0.001 -0.101 0.1046
H -1.42569 1.55667 0.09104 0.107 0.025 0.053 0.0588
H 0.45797 3.63231 0.38814 0.110 0.015 -0.077 -0.0116
H -2.58769 3.43888 0.74026 0.044 0.065 -0.002 0.0934
H -2.07347 4.67796 1.92802 -0.063 -0.029 -0.092 0.0905
H -1.62044 4.59810 -1.34946 -0.030 0.066 -0.088 0.0942
C -2.20008 -1.50376 -1.85460 0.041 -0.008 0.095 0.0757
C -2.35112 -2.54048 -2.69925 -0.006 -0.026 0.003 -0.2114
C -2.82597 -2.36070 -4.13052 -0.029 0.056 -0.034 -0.2979
O -2.90821 -3.37234 -4.79438 -0.005 -0.019 -0.014 0.1354
C -3.14306 -1.02445 -4.59309 -0.014 -0.035 -0.079 0.0885
C -2.99332 0.00248 -3.74688 -0.010 0.017 0.041 -0.2268
C -2.49826 -0.18482 -2.33079 0.082 -0.116 0.076 -0.2915
O -2.36524 0.83276 -1.65189 -0.071 0.169 -0.101 0.0377
O -3.25348 1.26408 -4.06494 -0.027 -0.047 -0.116 0.1218
O -2.10394 -3.79070 -2.37394 0.048 0.025 0.104 0.1295
H -1.85976 -1.63276 -0.83576 -0.005 -0.028 -0.005 0.1128
H -3.49209 -0.89953 -5.60825 0.002 0.021 0.006 0.1438
H -3.07167 1.79367 -3.26989 0.017 0.009 0.074 0.1076
H -2.29003 -4.33759 -3.16505 -0.038 0.035 -0.091 0.1345
C 0.45015 -5.06216 3.42454 0.029 0.068 0.122 0.0772
C 0.32235 -6.12478 2.61059 -0.001 -0.056 -0.041 -0.2242
C -0.15974 -6.00004 1.17543 -0.017 0.088 -0.018 -0.2967
O -0.22332 -7.02647 0.53177 -0.004 -0.027 -0.001 0.1267
C -0.51030 -4.68458 0.66608 -0.017 -0.041 -0.068 0.0855
C -0.38169 -3.64159 1.48890 -0.019 0.037 -0.055 -0.2210
C 0.11310 -3.76124 2.91245 0.029 -0.114 0.035 -0.3097
O 0.18896 -2.70782 3.52876 0.001 0.031 0.031 0.0908
O -0.66393 -2.37640 1.16493 -0.051 0.038 -0.163 0.0594
O 0.60138 -7.36154 2.96773 0.032 0.073 0.115 0.1368
H 0.79577 -5.14612 4.44502 0.004 -0.031 -0.009 0.1398
H -0.86545 -4.59926 -0.35131 -0.002 0.007 0.004 0.1171
H -0.46809 -1.88026 1.98931 0.034 -0.045 0.140 0.0991
H 0.42775 -7.92997 2.19228 -0.026 -0.007 -0.075 0.1271
```
Positions in Å, forces in eV/Å.

=====

DFT (wB97M-V/def2-TZVPD) results for a structure of composition C20H28CeNO2Se.

Results
ΔE to the lowest compared entry with this formula, charge and spin = 0.000 eV
multiplicity = 2
highest occupied orbital energy (spin up / spin down) = -7.46 / -7.48 eV
orbital gap (spin up / spin down) = 7.623 / 7.635 eV
expectation value of S² = 0.75

```
53
Properties=species:S:1:pos:R:3:forces:R:3:lowdin_spin:R:1
O 2.15265 0.27191 -2.11980 2.112 -0.445 -1.319 0.0000
C 3.02372 -0.83479 -2.57967 -0.163 -0.480 0.104 0.0000
C 3.97701 0.06031 -3.34373 -0.521 0.020 0.414 0.0000
H 2.46274 -1.51140 -3.23435 0.064 -0.014 0.336 0.0000
H 3.53197 -1.36876 -1.76465 -0.568 0.048 -0.065 0.0000
C 3.00759 1.16741 -2.89052 0.874 0.756 -0.895 0.0000
H 4.00703 -0.13532 -4.41603 0.197 0.167 0.150 0.0000
H 4.96322 0.13210 -2.88493 -0.008 -0.021 -0.284 0.0000
C 2.31520 1.78724 -4.08395 -0.244 0.390 -0.044 0.0000
H 1.77266 1.04245 -4.68064 0.077 0.134 0.237 0.0000
H 3.07352 2.24675 -4.73496 -0.167 -0.104 0.187 0.0000
H 1.63207 2.58247 -3.76692 -0.085 -0.165 -0.114 0.0000
C 3.68851 2.19121 -2.01395 -0.219 0.203 0.059 0.0000
H 4.11816 1.69855 -1.13124 -0.120 0.223 -0.165 0.0000
H 2.95519 2.95102 -1.71469 0.283 -0.064 0.161 0.0000
H 4.49807 2.67292 -2.58333 -0.261 -0.070 0.206 0.0000
Ce -1.99455 -0.04256 1.51591 0.197 -2.251 -0.538 1.0067
C -2.00369 0.59393 4.07561 0.604 -0.422 0.264 -0.0007
C -1.88817 -0.82923 4.16118 0.702 0.544 -0.013 -0.0020
C -0.62383 -1.21018 3.61445 0.001 1.124 0.057 -0.0016
H -2.62794 -1.49919 4.60481 0.282 0.262 -0.335 -0.0001
C 0.05068 -0.01138 3.17966 -0.697 0.033 1.119 0.0005
C -0.80838 1.10635 3.47533 0.632 -0.731 0.633 0.0039
H -0.57549 2.15224 3.27470 -0.083 -0.348 0.121 0.0007
H -2.85572 1.17978 4.43387 0.440 -0.291 -0.204 0.0003
H -0.21815 -2.21928 3.57092 -0.183 0.251 -0.066 0.0000
H 1.05147 0.04919 2.75581 -0.272 0.003 0.120 0.0000
C -4.21805 1.38966 1.57165 0.410 0.747 -0.679 -0.0033
C -3.13104 2.29210 1.81637 -0.504 0.191 -0.872 0.0008
C -2.32092 2.35732 0.63118 -0.997 0.319 -0.017 0.0034
H -2.97376 2.86189 2.73567 -0.002 -0.322 -0.449 0.0001
C -2.92822 1.51319 -0.36132 -0.703 0.456 0.378 -0.0036
C -4.09842 0.92035 0.22354 0.201 0.865 -0.204 -0.0027
H -4.79624 0.24717 -0.28677 0.457 0.225 0.348 -0.0001
H -5.00657 1.12541 2.28316 0.416 0.051 -0.359 -0.0001
H -1.42978 2.97988 0.50344 -0.369 -0.304 0.035 0.0009
H -2.56349 1.35149 -1.38394 -0.192 0.052 0.562 -0.0002
O -0.77052 -1.41751 -0.76347 0.176 -0.511 1.299 -0.0003
C 0.32869 -0.56859 -0.35481 -0.121 1.017 -1.139 -0.0002
C 1.45214 -1.42288 0.18522 -0.856 -0.240 0.189 0.0004
H 0.05692 0.29151 0.31915 0.016 -0.729 -0.305 0.0003
H 0.62466 -0.08955 -1.28600 -0.064 0.092 0.651 0.0000
C 1.25641 -2.68941 -0.65854 0.414 0.127 -0.575 0.0000
H 1.27633 -1.60538 1.25207 0.178 -0.238 -0.159 0.0002
H 2.40286 -0.91320 0.06628 0.092 -0.098 -0.021 0.0000
C -0.25313 -2.79230 -0.82970 -0.411 0.156 0.548 0.0001
H 1.71578 -3.57228 -0.21929 -0.191 -0.100 0.098 0.0000
H 1.70368 -2.56677 -1.65557 -0.111 -0.005 0.485 0.0000
H -0.68131 -3.37049 0.00089 -0.145 0.129 -0.255 0.0000
H -0.57106 -3.22650 -1.78724 0.101 0.174 0.324 0.0000
Se -5.71551 -3.30075 3.07194 -0.409 -0.288 0.282 -0.0004
C -4.45835 -2.33738 2.35521 2.212 1.601 -1.395 0.0001
N -3.58663 -1.68074 1.85199 -2.469 -2.118 1.105 -0.0032
```
Positions in Å, forces in eV/Å.

=====

DFT (wB97M-V/def2-TZVPD) results for a cluster of 6 separate species, C20H28Cl4F12O8 in total.

Results
ΔE to the lowest compared entry with this formula, charge and spin = 0.012 eV
multiplicity = 1
highest occupied orbital energy = -10.91 eV
orbital gap = 11.402 eV

```
72
Properties=species:S:1:pos:R:3:forces:R:3:lowdin_charge:R:1
C -0.68014 -0.15181 1.52545 -0.429 -0.507 -0.848 -0.0429
C -1.29464 0.11500 0.15307 0.837 0.013 0.921 -0.1825
O -0.16189 0.50964 -0.68583 0.108 -0.104 1.256 0.0580
C -0.44390 0.72303 -1.92611 1.025 0.269 -0.523 -0.4528
O -1.45156 0.47608 -2.48886 -1.706 -0.310 -0.823 0.1687
C 0.71764 1.34822 -2.72608 0.018 -0.114 0.126 -0.5254
F 0.23589 2.36703 -3.43186 0.160 0.114 -0.141 0.1790
F 1.72208 1.79213 -1.96546 -0.066 -0.157 -0.200 0.1704
F 1.19584 0.42464 -3.58645 0.094 0.318 0.214 0.1518
H -0.08772 0.69743 1.82736 0.105 0.164 0.340 0.0776
H -0.05790 -1.03938 1.41690 0.257 0.095 0.205 0.0845
H -1.46199 -0.39947 2.24308 -0.008 0.261 0.073 0.0728
H -1.98096 0.95857 0.17507 -0.205 -0.199 -0.201 0.0831
H -1.74201 -0.80080 -0.22083 -0.146 0.203 -0.370 0.1032
C -4.15912 -1.71173 5.29082 -0.955 -0.252 0.118 -0.0595
C -5.31833 -1.08751 4.52764 0.199 0.278 0.793 -0.1987
O -4.97604 -0.96119 3.13415 0.233 -0.696 0.063 0.0435
C -5.48941 0.04660 2.47982 0.627 -0.517 -0.476 -0.4272
O -6.18195 0.90355 2.90876 -0.987 1.074 0.420 0.1629
C -5.06436 0.06081 0.99449 0.205 -0.465 0.308 -0.5619
F -4.03595 -0.75916 0.73490 0.156 -0.085 0.129 0.1349
F -6.06558 -0.31249 0.21461 -0.493 0.051 -0.179 0.1661
F -4.69692 1.28674 0.67852 0.101 0.572 -0.311 0.1573
H -3.19133 -1.29711 5.03744 0.075 0.011 -0.174 0.0664
H -4.21269 -2.79198 5.15937 0.509 -0.004 -0.100 0.0778
H -4.35431 -1.52183 6.34818 0.140 -0.005 0.019 0.0829
H -5.57011 -0.11493 4.94978 0.121 0.110 -0.324 0.1096
H -6.20856 -1.70912 4.62646 -0.005 -0.032 -0.263 0.1324
C 7.49920 1.39832 -1.02663 -0.008 0.090 0.071 -0.0571
C 6.16046 0.98125 -0.45627 0.602 -0.422 -0.447 -0.1969
O 6.08428 1.44983 0.90050 -0.168 0.395 0.220 0.0353
C 5.21272 0.91205 1.73933 0.588 -0.020 -0.382 -0.4022
O 4.47962 -0.00477 1.54444 -0.444 -0.258 -0.153 0.1780
C 5.31544 1.56719 3.12895 0.527 0.415 -0.464 -0.5778
F 5.80635 0.68895 3.99011 0.299 -0.418 0.400 0.1803
F 6.11240 2.64331 3.12183 0.002 -0.026 0.103 0.1599
F 4.12821 1.94264 3.55663 -0.811 0.205 0.192 0.1846
H 8.32097 0.84313 -0.57579 -0.030 -0.052 -0.002 0.0814
H 7.70068 2.46022 -0.88366 -0.139 0.020 -0.041 0.0832
H 7.46352 1.18548 -2.09432 0.183 0.012 -0.010 0.0666
H 6.10516 -0.10504 -0.48369 -0.349 -0.021 0.132 0.1225
H 5.36627 1.39679 -1.07414 -0.294 0.043 0.363 0.1267
C 1.31740 -2.37993 -5.03654 0.082 -0.082 -0.545 -0.0660
C 2.49523 -2.30098 -4.09726 -0.487 0.301 0.145 -0.1822
O 3.38416 -1.29032 -4.62996 -0.097 -0.088 -0.390 0.0289
C 4.42381 -0.87938 -3.94389 -0.050 -0.130 0.010 -0.4131
O 4.77405 -1.17416 -2.84019 -0.171 -0.184 0.218 0.1720
C 5.27378 0.06494 -4.80756 -0.263 0.261 -0.041 -0.5571
F 5.83649 0.99236 -4.03390 0.050 0.225 0.022 0.1599
F 6.24694 -0.63049 -5.38987 0.303 -0.233 -0.212 0.1775
F 4.56575 0.67206 -5.76214 0.094 0.075 0.079 0.1722
H 0.59471 -3.13293 -4.72695 0.155 -0.139 0.169 0.0596
H 1.69566 -2.66083 -6.02373 -0.222 0.065 -0.004 0.0860
H 0.77030 -1.44331 -5.11709 0.166 0.093 0.037 0.0725
H 3.02355 -3.25191 -4.08958 0.129 0.050 0.352 0.1338
H 2.16811 -1.97721 -3.10951 0.294 -0.258 0.137 0.1234
Cl -2.46110 3.27446 1.71355 0.082 -0.054 -0.299 0.6075
C -3.10792 4.14006 3.10698 0.412 0.527 0.940 -0.6623
C -3.99574 3.26776 3.96781 -0.431 0.121 -0.890 -0.6470
Cl -3.08065 1.96276 4.74861 -0.009 -0.124 0.093 0.5832
H -3.62249 5.04098 2.77800 -0.292 -0.233 -0.229 0.0779
H -2.25604 4.50185 3.68487 0.037 -0.173 -0.023 0.0671
H -4.75679 2.81984 3.32573 0.053 -0.139 0.222 0.0474
H -4.51095 3.84742 4.72633 0.181 0.096 0.184 0.0779
Cl -5.59282 -3.39093 -0.67194 0.050 0.170 -0.061 0.5734
C -3.84513 -3.39007 -1.04944 0.390 0.044 0.999 -0.6606
C -3.52244 -2.51592 -2.23594 -0.326 -0.485 -0.638 -0.6460
Cl -1.98275 -3.01884 -2.99226 0.224 0.009 0.181 0.5657
H -3.57026 -4.43700 -1.10902 0.100 0.013 -0.626 0.0598
H -3.31010 -3.00415 -0.17859 -0.246 -0.018 0.053 0.0565
H -3.42552 -1.46917 -1.97344 -0.057 0.085 0.040 0.0526
H -4.26861 -2.64728 -3.01478 -0.073 0.155 0.046 0.0631
```
Positions in Å, forces in eV/Å.

=====

DFT (wB97M-V/def2-TZVPD) results for a structure of composition C20H28CoN2Si.

Results
ΔE to the lowest compared entry with this formula, charge and spin = 0.307 eV
multiplicity = 4
highest occupied orbital energy (spin up / spin down) = -5.16 / -7.38 eV
orbital gap (spin up / spin down) = 5.476 / 7.667 eV
expectation value of S² = 3.77

```
52
Properties=species:S:1:pos:R:3:forces:R:3:lowdin_spin:R:1
C -2.85487 0.52246 -0.21332 -0.408 -1.401 0.526 0.0123
C -2.14467 -0.37331 0.70664 -1.338 0.544 -0.210 0.0148
C -2.42368 0.09806 2.03439 -0.265 -0.673 -0.316 0.0895
H -1.77851 -1.36897 0.46271 0.264 0.522 0.152 0.0014
C -3.39949 1.10979 1.95318 -0.012 -0.095 -0.388 0.0719
C -3.65077 1.38543 0.58927 -0.288 -0.121 -0.083 0.0920
H -4.42230 2.05910 0.21024 0.430 -0.039 0.113 0.0054
H -2.88340 0.36720 -1.29228 -0.270 0.122 0.335 0.0005
H -1.99872 -0.35174 2.93330 -0.320 0.163 -0.267 0.0034
H -3.94414 1.53094 2.79368 0.285 0.156 -0.124 0.0038
Co -0.98820 1.29902 0.39464 -0.298 0.809 0.542 2.3517
C 3.59403 -1.01136 0.32077 0.969 -0.434 0.135 0.0100
H 3.10601 -0.66989 1.23701 -0.052 -0.320 -0.438 0.0024
H 4.42280 -1.65779 0.65394 0.065 0.393 -0.350 0.0018
H 2.97537 -1.63880 -0.34109 0.040 0.472 0.518 0.0016
Si 0.77890 -0.07043 0.08186 -0.653 -0.491 0.400 0.1305
C 0.77302 -0.65171 -1.71668 0.734 0.137 0.163 0.0129
C -0.31163 -1.42779 -2.15654 0.185 -0.034 -0.518 0.0057
H -1.12436 -1.69318 -1.47411 0.270 0.210 -0.258 0.0000
C -0.35202 -1.89698 -3.47304 0.004 0.065 0.179 -0.0006
H -1.21851 -2.47529 -3.80432 0.328 0.148 0.032 -0.0002
C 0.70671 -1.63152 -4.34623 -0.124 -0.081 0.098 0.0062
H 0.67111 -2.00264 -5.37083 0.041 0.072 0.262 0.0005
C 1.80904 -0.90470 -3.90134 0.000 0.247 -0.029 -0.0002
H 2.64893 -0.71814 -4.57021 -0.203 -0.054 0.084 -0.0001
C 1.84045 -0.39370 -2.60313 -0.569 -0.285 -0.091 0.0080
H 2.70401 0.18711 -2.26795 -0.248 -0.227 -0.094 0.0008
C 0.74235 -1.61311 1.17390 0.624 0.141 -0.102 0.0159
C 0.84367 -2.91230 0.64322 -0.155 0.129 0.812 0.0055
H 0.97392 -3.06570 -0.42952 -0.076 0.048 0.276 0.0003
C 0.79755 -4.01158 1.50230 -0.111 -0.054 -0.074 -0.0002
H 0.86523 -5.01626 1.07832 -0.033 0.238 0.207 0.0000
C 0.66237 -3.83452 2.88345 0.092 0.116 -0.275 0.0047
H 0.60233 -4.70168 3.54003 0.052 0.214 -0.128 0.0004
C 0.62154 -2.54331 3.40964 -0.055 0.197 0.057 -0.0004
H 0.55053 -2.39065 4.48879 0.012 -0.114 -0.275 -0.0001
C 0.65947 -1.42983 2.56463 -0.012 -0.800 -0.211 0.0074
H 0.63260 -0.42523 2.99376 -0.071 -0.222 -0.168 0.0026
H 1.84097 0.90847 0.43328 0.578 -0.157 -0.315 0.0289
H 3.93046 -0.12323 -0.23315 0.201 -0.435 0.206 0.0011
N 0.05633 2.55061 -1.03679 0.234 0.853 -0.494 0.0548
C 0.11475 3.97341 -0.57988 -0.089 -0.528 -0.741 0.0052
C -1.14054 4.28393 0.19609 -0.341 -0.787 0.603 0.0019
N -1.30645 3.20902 1.23751 0.631 1.167 0.225 0.0307
H 1.00859 2.24390 -1.20630 0.026 -0.188 0.134 0.0012
H -0.38116 2.47493 -1.95174 -0.185 0.157 0.089 0.0014
H 0.99364 4.09251 0.06100 -0.037 -0.004 -0.148 0.0004
H 0.20227 4.61181 -1.46699 0.120 0.258 0.404 0.0016
H -1.09816 5.28763 0.63283 -0.068 -0.108 -0.115 0.0007
H -2.00948 4.19235 -0.46748 0.094 0.172 0.169 0.0000
H -2.16110 3.35926 1.78020 0.216 -0.357 -0.374 0.0043
H -0.53678 3.25836 1.91230 -0.215 0.255 -0.135 0.0057
```
Positions in Å, forces in eV/Å.